# 1
{
  "formula": "CH3N5",
  "method": "ωB97M-V/def2-TZVPD",
  "homo_lumo_gap_ev": 9.758,
  "lumo_ev": 0.88,
  "charge": 0,
  "multiplicity": 1,
  "largest_force_ha_per_bohr": 0.0435,
  "de_lowest_kcal_mol": 15.3,
  "elements": ["N", "C", "N", "N", "N", "N", "H", "H", "H"],
  "positions_angstrom": [[1.819, -0.205, -0.045], [0.519, -0.093, -0.023], [-0.365, 0.953, 0.034], [-1.685, 0.577, -0.031], [-1.669, -0.695, -0.059], [-0.406, -1.117, 0.026], [2.167, 0.742, -0.036], [-0.171, 1.921, 0.020], [-0.209, -2.082, 0.114]]
}

# 2
{
  "formula": "CH3N5O",
  "method": "ωB97M-V/def2-TZVPD",
  "homo_lumo_gap_ev": [7.804, 7.082],
  "lumo_ev": [-12.24, -13.72],
  "charge": 2,
  "multiplicity": 3,
  "largest_force_ha_per_bohr": 0.1314,
  "de_lowest_kcal_mol": 28.4,
  "elements": ["C", "N", "N", "N", "N", "N", "O", "H", "H", "H"],
  "positions_angstrom": [[0.445, 0.210, -0.105], [2.386, 1.595, 0.025], [3.194, -0.256, 0.054], [1.187, 1.265, 0.258], [4.303, -0.328, -0.039], [-0.231, -0.773, 0.267], [5.367, -0.574, -0.024], [0.700, 2.116, 0.183], [-0.217, -1.284, 1.226], [-0.812, -1.249, -0.487]]
}

# 3
{
  "formula": "CH3N5O2",
  "method": "ωB97M-V/def2-TZVPD",
  "homo_lumo_gap_ev": 8.880,
  "lumo_ev": -0.19,
  "charge": 0,
  "multiplicity": 1,
  "largest_force_ha_per_bohr": 0.1111,
  "de_lowest_kcal_mol": 65.9,
  "elements": ["N", "N", "C", "O", "N", "N", "N", "O", "H", "H", "H"],
  "positions_angstrom": [[0.672, -2.189, 0.589], [-0.255, -1.235, 0.029], [0.068, -0.053, -0.166], [1.395, 0.417, -0.141], [1.395, 1.932, -0.422], [0.117, 2.274, -0.420], [-0.618, 1.220, -0.295], [-1.734, 1.094, -1.183], [0.199, -2.782, 1.297], [1.377, -1.721, 1.235], [-2.615, 1.043, -0.522]]
}

# 4
{
  "formula": "CH3NO",
  "method": "ωB97M-V/def2-TZVPD",
  "homo_lumo_gap_ev": 9.432,
  "lumo_ev": 0.35,
  "charge": 0,
  "multiplicity": 1,
  "largest_force_ha_per_bohr": 0.1357,
  "de_lowest_kcal_mol": 97.1,
  "elements": ["C", "N", "O", "H", "H", "H"],
  "positions_angstrom": [[0.035, 0.341, -0.153], [0.346, -0.254, 0.886], [0.979, 0.375, 2.175], [-0.625, -0.070, -0.866], [0.431, 1.288, -0.283], [-0.058, -1.115, 1.217]]
}

What did the fourth record say?
{
  "formula": "CH3NO",
  "method": "ωB97M-V/def2-TZVPD",
  "homo_lumo_gap_ev": 9.432,
  "lumo_ev": 0.35,
  "charge": 0,
  "multiplicity": 1,
  "largest_force_ha_per_bohr": 0.1357,
  "de_lowest_kcal_mol": 97.1,
  "elements": ["C", "N", "O", "H", "H", "H"],
  "positions_angstrom": [[0.035, 0.341, -0.153], [0.346, -0.254, 0.886], [0.979, 0.375, 2.175], [-0.625, -0.070, -0.866], [0.431, 1.288, -0.283], [-0.058, -1.115, 1.217]]
}

Question: Which value of charge does entry 2 give?
Answer: +2